{"formula": "C28H25Cl4N6O2ReS", "method": "the ωB97M-V functional and the def2-TZVPD basis", "spin_multiplicity": 2, "homo_lumo_gap_ha": [0.237, 0.230], "charge": 1, "e_homo_ev": [-10.72, -10.89], "s_squared": 0.759, "symbols": ["Re", "Cl", "C", "C", "C", "N", "C", "O", "C", "C", "C", "C", "C", "N", "C", "C", "C", "Cl", "N", "C", "O", "C", "C", "C", "C", "C", "N", "H", "H", "H", "H", "H", "H", "H", "H", "H", "H", "Cl", "C", "C", "C", "C", "C", "Cl", "C", "S", "H", "H", "H", "C", "C", "C", "C", "N", "N", "H", "H", "H", "H", "H", "H", "H", "H", "H", "H", "H", "H"], "coordinates": [[1.1094, -0.7583, -0.7625], [-0.3839, -5.2216, 4.1395], [0.1623, -3.7964, 3.3413], [-0.2422, -3.5761, 2.0312], [0.2003, -2.4381, 1.3844], [-0.1354, -2.0286, 0.0624], [-1.4772, -2.0224, -0.3033], [-2.3407, -2.7360, 0.1318], [-1.7705, -0.9228, -1.2776], [-3.0230, -0.7597, -1.8225], [-3.2436, 0.3250, -2.6551], [-2.1965, 1.1974, -2.9111], [-0.9621, 0.9531, -2.3448], [-0.7478, -0.0908, -1.5336], [1.0320, -1.5209, 2.0330], [1.4367, -1.7415, 3.3388], [0.9943, -2.8845, 3.9900], [1.5003, -3.1488, 5.6150], [1.3951, -0.4255, 1.2148], [1.5943, 0.8244, 1.7050], [1.5487, 1.1925, 2.8593], [1.8998, 1.7818, 0.5889], [2.2583, 3.0865, 0.8559], [2.5834, 3.9164, -0.2036], [2.5457, 3.3993, -1.4900], [2.1643, 2.0870, -1.6801], [1.8272, 1.2829, -0.6577], [-0.8930, -4.2823, 1.5406], [-3.7933, -1.4735, -1.5671], [-4.2171, 0.4929, -3.0954], [-2.3230, 2.0560, -3.5548], [-0.1196, 1.5969, -2.5441], [2.0684, -1.0355, 3.8548], [2.2819, 3.4088, 1.8874], [2.8747, 4.9437, -0.0307], [2.8185, 3.9984, -2.3471], [2.1528, 1.6418, -2.6651], [3.0426, -2.2511, -0.3036], [3.6466, -2.7693, -1.8695], [4.6574, -3.7093, -1.8787], [5.1333, -4.1345, -3.1076], [4.6011, -3.6189, -4.2766], [3.5916, -2.6725, -4.2244], [2.9583, -2.0490, -5.7058], [3.0809, -2.2208, -3.0036], [1.8440, -0.9648, -2.9463], [5.0545, -4.1005, -0.9524], [5.9214, -4.8731, -3.1532], [4.9636, -3.9477, -5.2403], [-2.5987, 3.3242, 2.4173], [-3.3444, 2.3435, 1.5111], [-4.1155, 3.1087, 0.4419], [-4.2978, 1.4787, 2.3289], [-2.4218, 1.4581, 0.7668], [-1.5212, 0.6742, 1.5398], [-3.3004, 4.0045, 2.9017], [-1.8917, 3.9295, 1.8406], [-2.0544, 2.8125, 3.2115], [-4.8382, 3.7861, 0.8965], [-4.6505, 2.4166, -0.2105], [-3.4369, 3.7109, -0.1704], [-5.0353, 2.1020, 2.8354], [-3.7645, 0.9189, 3.0998], [-4.8245, 0.7726, 1.6851], [-1.8514, 2.0370, 0.1601], [-2.0380, -0.0813, 1.9760], [-1.0895, 1.1935, 2.3029]], "mulliken_charge": [1.09, -0.18, 0.11, -0.84, 0.21, -0.01, -0.03, -0.63, 0.64, -0.70, -0.53, -0.72, -0.17, 0.27, 0.97, -0.81, -0.10, -0.18, 0.47, -0.40, -0.68, 0.65, -0.75, -0.41, -0.92, -0.06, -0.43, 0.53, 0.59, 0.47, 0.49, 0.36, 0.56, 0.58, 0.47, 0.47, 0.53, -0.13, 0.92, -0.89, -0.40, -0.73, 0.29, -0.20, 0.09, -0.34, 0.46, 0.40, 0.44, -1.72, 1.36, -1.65, -1.84, -0.07, -0.20, 0.44, 0.35, 0.42, 0.44, 0.33, 0.38, 0.47, 0.38, 0.38, 0.23, 0.22, 0.20]}

=====

{"formula": "C28H25Cl5N2O10P2SW", "method": "the ωB97M-V functional and the def2-TZVPD basis", "homo_lumo_gap_ha": [0.159, 0.157], "charge": -2, "e_homo_ev": [-0.49, -0.43], "symbols": ["W", "O", "P", "O", "O", "O", "P", "O", "O", "O", "H", "H", "C", "C", "C", "C", "C", "C", "C", "S", "O", "O", "N", "C", "C", "C", "C", "C", "N", "H", "H", "H", "H", "H", "H", "H", "H", "H", "H", "H", "Cl", "C", "C", "Cl", "C", "Cl", "C", "O", "C", "Cl", "C", "Cl", "C", "C", "C", "C", "C", "C", "C", "C", "C", "C", "H", "H", "H", "H", "H", "H", "H", "H", "H", "H", "H", "H"], "coordinates": [[-0.4421, -0.9455, 1.4166], [0.4085, 0.4141, 3.4057], [-0.6704, -0.4033, 4.3243], [-0.2250, -0.6553, 5.6977], [-1.0437, -1.5573, 3.3976], [-1.8930, 0.6434, 4.2895], [-2.4129, 1.3573, 2.9195], [-1.5118, 2.6860, 2.8590], [-3.8366, 1.6956, 3.0356], [-1.9558, 0.4745, 1.7635], [1.3792, 0.3105, 3.6220], [-0.6715, 2.4701, 2.4274], [3.7667, 3.4696, -2.7332], [3.6454, 2.4935, -1.5949], [3.1949, 2.9138, -0.3458], [3.0530, 2.0181, 0.7031], [3.3715, 0.6849, 0.5044], [3.8178, 0.2432, -0.7317], [3.9501, 1.1479, -1.7731], [3.2366, -0.4842, 1.8286], [3.0700, 0.3032, 3.0448], [4.4215, -1.3138, 1.7785], [1.9206, -1.2924, 1.4622], [1.7451, -2.6281, 1.7466], [2.6063, -3.6034, 2.2213], [2.0794, -4.8737, 2.4451], [0.7287, -5.1149, 2.2330], [-0.0850, -4.0722, 1.8154], [0.4179, -2.8550, 1.5732], [2.7872, 3.6950, -3.1593], [4.3898, 3.0667, -3.5323], [4.2013, 4.4131, -2.3981], [2.9276, 3.9534, -0.1970], [2.6871, 2.3394, 1.6681], [4.0486, -0.8040, -0.8734], [4.2806, 0.8002, -2.7458], [3.6434, -3.3700, 2.4017], [2.7246, -5.6639, 2.8092], [0.2939, -6.0868, 2.4233], [-1.1570, -4.1640, 1.7094], [0.8942, 2.7676, -5.1737], [0.7089, 2.1274, -3.5782], [0.9597, 0.7867, -3.3088], [1.4787, -0.2368, -4.6070], [0.7960, 0.2575, -2.0325], [1.1316, -1.4123, -1.7613], [0.3805, 1.0675, -0.9449], [0.2722, 0.6813, 0.2689], [0.1171, 2.4271, -1.2598], [-0.4421, 3.4354, 0.0208], [0.2756, 2.9423, -2.5344], [-0.0801, 4.6071, -2.8496], [-3.5094, -2.6809, -1.2249], [-3.0569, -1.5298, -0.3024], [-4.0933, -1.4681, 0.8289], [-1.6452, -1.8548, 0.2259], [-3.0071, -0.2365, -1.1172], [-2.3152, -0.2056, -2.3306], [-2.2359, 0.9483, -3.0956], [-2.8352, 2.1205, -2.6537], [-3.5096, 2.1123, -1.4418], [-3.6002, 0.9490, -0.6868], [-3.5833, -3.5992, -0.6371], [-2.7975, -2.8660, -2.0308], [-4.4879, -2.4701, -1.6674], [-4.0832, -2.4202, 1.3642], [-5.0989, -1.3121, 0.4215], [-3.8865, -0.6854, 1.5517], [-1.3437, -2.8447, -0.1568], [-1.7944, -1.0931, -2.6707], [-1.6828, 0.9369, -4.0285], [-2.7551, 3.0314, -3.2354], [-3.9563, 3.0229, -1.0605], [-4.1071, 0.9887, 0.2667]], "mulliken_charge": [1.18, -0.17, 0.61, -0.86, -0.52, -0.45, 0.82, -0.56, -0.79, 0.38, 0.33, 0.32, -1.46, 1.00, -0.57, -0.23, -0.10, -0.89, -0.46, 1.37, -0.96, -0.77, -0.29, 0.25, -0.90, -0.48, -0.94, 0.12, -0.24, 0.21, 0.36, 0.41, 0.32, 0.44, 0.49, 0.32, 0.53, 0.36, 0.37, 0.43, -0.18, -0.53, 0.50, -0.25, 1.11, -0.11, -2.35, -0.58, 1.00, -0.26, 0.39, -0.18, -2.04, 2.89, -2.05, -1.01, 0.16, -0.01, -0.51, -0.50, -1.20, 0.18, 0.51, 0.39, 0.40, 0.38, 0.44, 0.13, 0.42, 0.14, 0.45, 0.47, 0.38, 0.40]}

=====

{"formula": "C28H25CrN5O4PSTe4", "method": "the ωB97M-V functional and the def2-TZVPD basis", "spin_multiplicity": 2, "homo_lumo_gap_ha": [0.235, 0.236], "charge": 0, "e_homo_ev": [-6.77, -6.74], "s_squared": 0.793, "symbols": ["Cr", "Te", "Te", "Te", "Te", "N", "P", "C", "C", "C", "C", "C", "C", "C", "C", "C", "C", "C", "C", "C", "C", "C", "C", "C", "N", "H", "H", "H", "H", "H", "H", "H", "H", "H", "H", "H", "H", "H", "H", "H", "C", "N", "C", "C", "N", "C", "S", "H", "H", "H", "H", "H", "H", "O", "C", "O", "C", "C", "C", "C", "C", "C", "N", "O", "O", "H", "H", "H", "H"], "coordinates": [[-0.1851, 0.1806, 0.4227], [1.7138, 0.0775, 2.2717], [1.3169, 2.3810, 3.6328], [-1.1496, 1.6291, 4.3814], [-1.9771, 1.3781, 1.7825], [-1.7628, -2.6787, 0.3921], [-0.6393, -1.8909, 1.4083], [0.7602, -3.0633, 1.4180], [0.6563, -4.2898, 2.0710], [1.6960, -5.2049, 2.0172], [2.8495, -4.9028, 1.3062], [2.9545, -3.6905, 0.6409], [1.9129, -2.7762, 0.6892], [-1.4309, -2.0798, 3.0253], [-2.8114, -1.9366, 3.1506], [-3.4141, -2.0249, 4.3957], [-2.6424, -2.2585, 5.5257], [-1.2678, -2.3921, 5.4087], [-0.6603, -2.2961, 4.1659], [-1.4252, -2.6122, -0.9419], [-2.0864, -3.2951, -1.9646], [-1.5818, -3.1647, -3.2407], [-0.4591, -2.3733, -3.4753], [0.1053, -1.7052, -2.4092], [-0.3723, -1.8231, -1.1663], [-2.5303, -3.2400, 0.7180], [-0.2377, -4.5339, 2.6320], [1.6046, -6.1515, 2.5339], [3.6639, -5.6148, 1.2684], [3.8474, -3.4518, 0.0780], [1.9943, -1.8421, 0.1455], [-3.4199, -1.7133, 2.2825], [-4.4861, -1.9036, 4.4832], [-3.1119, -2.3247, 6.4988], [-0.6595, -2.5533, 6.2890], [0.4148, -2.3734, 4.0836], [-2.9508, -3.9088, -1.7517], [-2.0619, -3.6874, -4.0585], [-0.0410, -2.2710, -4.4662], [0.9543, -1.0400, -2.5250], [-1.7394, 1.8730, -4.2271], [-1.6276, 2.7412, -3.0671], [-1.3654, 4.0993, -3.0895], [-1.2638, 4.5049, -1.8085], [-1.4627, 3.3912, -1.0256], [-1.6766, 2.3065, -1.7905], [-1.9546, 0.6844, -1.3320], [-1.9289, 2.4906, -5.1008], [-2.5621, 1.1785, -4.0786], [-0.8172, 1.3079, -4.3595], [-1.2833, 4.6469, -4.0109], [-1.0797, 5.4744, -1.3841], [-1.4415, 3.3483, -0.0108], [2.4326, 0.5020, -2.6663], [1.9599, 1.1006, -1.7157], [1.1511, 0.5765, -0.8611], [2.3222, 2.5566, -1.4903], [3.2798, 3.1401, -2.3117], [3.6393, 4.4713, -2.1579], [3.0106, 5.2525, -1.2003], [2.0393, 4.6561, -0.4187], [1.7004, 3.3184, -0.5092], [1.2750, 5.5121, 0.5159], [0.1989, 5.0948, 0.9056], [1.7507, 6.5821, 0.8304], [3.7395, 2.5168, -3.0677], [4.3988, 4.9083, -2.7919], [3.2429, 6.2987, -1.0678], [0.9816, 2.8877, 0.1723]], "mulliken_charge": [-0.39, 0.24, -0.24, -0.20, 0.18, 0.11, 1.83, 0.76, -0.64, -0.81, -0.56, -0.91, -0.44, -0.16, -0.02, -0.81, -0.43, -0.83, -0.49, 0.09, -1.05, -0.38, -1.09, -0.82, 0.64, 0.26, 0.46, 0.43, 0.39, 0.47, 0.07, 0.40, 0.41, 0.39, 0.40, 0.49, 0.50, 0.42, 0.52, 0.57, -0.84, 0.17, -0.32, -0.70, 0.38, 0.02, -0.43, 0.34, 0.34, 0.28, 0.47, 0.54, -0.04, -0.73, 0.02, 0.71, 0.05, -0.74, -0.61, -0.73, -0.24, 0.51, 1.00, -0.51, -0.63, 0.50, 0.41, 0.52, 0.52]}

=====

{"formula": "C28H25F5N4O3PSV", "method": "the ωB97M-V functional and the def2-TZVPD basis", "spin_multiplicity": 2, "homo_lumo_gap_ha": [0.249, 0.270], "charge": 1, "e_homo_ev": [-11.04, -11.06], "s_squared": 0.761, "symbols": ["V", "O", "C", "O", "C", "P", "C", "C", "C", "C", "C", "C", "C", "C", "C", "C", "C", "C", "H", "H", "H", "H", "H", "H", "H", "H", "H", "H", "H", "H", "F", "C", "C", "F", "C", "F", "C", "S", "C", "F", "C", "F", "O", "C", "N", "C", "C", "N", "C", "N", "C", "C", "C", "N", "C", "H", "H", "H", "H", "H", "H", "H", "H", "H", "H", "H", "H", "H"], "coordinates": [[0.3875, 0.0873, 0.0964], [-3.1519, -0.3562, 0.9938], [-2.2340, -0.7450, 0.3231], [-1.2483, -0.0038, -0.0743], [-1.9858, -2.1939, -0.0731], [-0.2518, -2.4694, 0.5075], [0.0066, -4.1820, -0.0639], [0.1828, -4.3969, -1.4281], [0.2989, -5.6883, -1.9100], [0.2555, -6.7646, -1.0354], [0.0881, -6.5496, 0.3223], [-0.0295, -5.2610, 0.8112], [-0.4017, -2.6893, 2.3102], [0.8124, -2.8725, 2.9760], [0.8435, -3.0072, 4.3490], [-0.3370, -2.9583, 5.0753], [-1.5433, -2.7745, 4.4209], [-1.5849, -2.6353, 3.0411], [-1.9994, -2.2760, -1.1654], [-2.7105, -2.8820, 0.3680], [0.2116, -3.5492, -2.1040], [0.4126, -5.8643, -2.9686], [0.3536, -7.7712, -1.4106], [0.0331, -7.3836, 1.0050], [-0.1663, -5.0937, 1.8673], [1.7288, -2.8996, 2.3992], [1.7832, -3.1426, 4.8587], [-0.3157, -3.0459, 6.1516], [-2.4574, -2.7098, 4.9914], [-2.5369, -2.4631, 2.5585], [-2.9299, 2.5592, 5.3724], [-2.2368, 2.4979, 4.2422], [-1.6298, 1.3091, 3.8513], [-1.7677, 0.1971, 4.5733], [-0.8674, 1.2939, 2.6951], [-0.2436, 0.1220, 2.3467], [-0.6722, 2.4121, 1.8851], [0.3441, 2.3937, 0.4706], [-1.3094, 3.5936, 2.2950], [-1.1535, 4.6953, 1.5703], [-2.0869, 3.6354, 3.4460], [-2.6759, 4.7636, 3.8170], [1.7269, 1.5101, -3.4431], [1.2867, 0.9367, -2.5390], [0.8864, 0.2599, -1.6386], [4.7816, -2.8514, -1.0985], [3.3496, -2.8515, -1.6075], [2.5478, -1.8839, -0.8743], [2.9185, -1.2559, 0.2599], [2.1267, -0.2706, 0.7043], [2.5796, 0.4508, 1.8930], [4.0961, 0.4296, 2.0327], [4.5233, -1.0245, 2.0803], [4.0219, -1.6857, 0.8935], [4.7202, -2.8670, 0.4223], [5.3131, -1.9584, -1.4318], [5.3088, -3.7282, -1.4675], [2.9019, -3.8441, -1.4728], [3.3108, -2.5999, -2.6694], [1.8447, -1.3763, -1.4096], [2.1315, 0.0025, 2.7934], [2.2399, 1.4898, 1.8059], [4.3953, 0.9424, 2.9447], [4.5536, 0.9358, 1.1785], [4.1227, -1.5119, 2.9782], [5.6114, -1.1116, 2.0979], [4.2001, -3.7684, 0.7706], [5.7224, -2.8630, 0.8505]], "mulliken_charge": [0.27, -0.55, 0.37, -0.42, -0.76, 1.73, 1.09, -0.74, -0.63, -0.62, -0.71, -0.76, 0.07, -0.10, -0.99, -0.63, -0.88, -0.46, 0.55, 0.55, 0.43, 0.45, 0.42, 0.45, 0.43, 0.54, 0.46, 0.41, 0.47, 0.38, -0.28, 0.32, -0.13, -0.17, -0.42, 0.34, 0.69, -0.52, 0.19, -0.32, 0.26, -0.27, -0.49, 0.68, -0.73, -0.76, -0.63, 0.76, -0.42, 0.47, -0.44, -0.89, -0.52, 0.19, -0.60, 0.32, 0.42, 0.28, 0.39, 0.09, 0.07, 0.21, 0.42, 0.34, 0.22, 0.48, 0.23, 0.42]}